Entry 1:
{
  "formula": "C28H38AuBN6O2S4",
  "method": "ωB97M-V/def2-TZVPD",
  "homo_ev": [-6.536, -6.535],
  "multiplicity": 3,
  "fmax_ev_per_a": 1.5,
  "total_energy_ev": -90400.178,
  "e_above_lowest_kcal_mol": 30.4,
  "s2": 2.025,
  "homo_lumo_gap_ev": [6.52, 3.05],
  "symbols": ["Au", "C", "C", "C", "C", "N", "C", "C", "N", "B", "N", "C", "C", "N", "C", "S", "C", "C", "C", "C", "N", "C", "C", "N", "C", "S", "C", "C", "C", "C", "C", "S", "H", "H", "H", "H", "H", "H", "H", "H", "H", "H", "H", "H", "H", "H", "H", "H", "H", "H", "H", "H", "H", "H", "H", "H", "H", "H", "H", "H", "H", "H", "H", "H", "H", "H", "O", "C", "O", "C", "C", "C", "C", "C", "C", "S", "H", "H", "H", "H"],
  "positions_angstrom": [[-2.34, -0.18, -0.42], [-2.73, 3.82, 1.44], [-1.23, 4.09, 1.42], [-0.79, 4.81, 2.70], [-0.93, 4.94, 0.18], [-0.42, 2.87, 1.32], [0.91, 2.94, 1.00], [1.39, 1.69, 0.87], [0.36, 0.82, 1.11], [0.39, -0.71, 0.88], [1.16, -1.00, -0.41], [2.51, -0.86, -0.59], [2.79, -1.06, -1.89], [1.62, -1.33, -2.54], [0.63, -1.29, -1.62], [-1.00, -1.68, -1.91], [1.58, -1.76, -3.95], [0.26, -1.43, -4.64], [1.81, -3.28, -3.95], [2.68, -1.04, -4.74], [0.98, -1.39, 2.13], [1.97, -0.91, 2.95], [1.91, -1.57, 4.12], [0.86, -2.46, 4.06], [0.33, -2.36, 2.81], [-0.82, -3.35, 2.10], [0.40, -3.23, 5.23], [1.24, -4.51, 5.33], [-1.08, -3.58, 5.11], [0.58, -2.37, 6.48], [-0.73, 1.56, 1.37], [-2.22, 0.86, 1.83], [-3.26, 4.77, 1.47], [-3.02, 3.24, 2.31], [-3.02, 3.28, 0.54], [-1.31, 5.76, 2.78], [0.28, 5.01, 2.68], [-1.01, 4.21, 3.57], [-1.70, 5.69, 0.05], [-0.92, 4.30, -0.70], [0.03, 5.46, 0.26], [1.43, 3.87, 0.85], [2.37, 1.36, 0.62], [-0.73, -1.12, 0.75], [3.17, -0.65, 0.23], [3.74, -1.01, -2.38], [-0.55, -2.06, -4.28], [0.37, -1.59, -5.71], [0.00, -0.39, -4.47], [1.04, -3.76, -3.35], [2.78, -3.53, -3.54], [1.75, -3.66, -4.96], [2.56, 0.03, -4.64], [2.59, -1.31, -5.79], [3.68, -1.32, -4.42], [2.64, -0.14, 2.64], [2.54, -1.48, 4.98], [1.06, -5.14, 4.46], [0.95, -5.06, 6.22], [2.30, -4.29, 5.39], [-1.26, -4.30, 4.32], [-1.66, -2.69, 4.90], [-1.42, -4.01, 6.05], [1.63, -2.24, 6.76], [0.07, -2.84, 7.31], [0.14, -1.39, 6.32], [0.50, 1.50, -2.48], [-0.71, 1.64, -2.29], [-1.30, 1.84, -1.20], [-1.62, 1.53, -3.52], [-1.06, 1.80, -4.75], [-1.78, 1.67, -5.92], [-3.10, 1.23, -5.85], [-3.68, 0.98, -4.63], [-2.96, 1.13, -3.44], [-3.86, 0.85, -1.98], [-0.02, 2.12, -4.78], [-1.34, 1.90, -6.87], [-3.67, 1.09, -6.75], [-4.71, 0.66, -4.56]],
  "lowdin_charge": [0.38, -0.08, -0.54, -0.02, -0.02, 0.01, -0.03, -0.05, 0.05, -0.69, 0.07, -0.06, -0.03, 0.01, -0.63, 0.72, -0.54, -0.07, -0.02, -0.03, 0.09, 0.01, 0.01, 0.02, -0.64, 0.95, -0.55, -0.01, -0.08, -0.03, -0.68, 0.65, 0.09, 0.03, 0.07, 0.09, 0.08, 0.09, 0.09, 0.09, 0.08, 0.12, 0.11, -0.02, 0.11, 0.12, 0.02, 0.09, 0.06, 0.08, 0.08, 0.09, 0.10, 0.09, 0.07, 0.13, 0.13, 0.09, 0.09, 0.09, 0.02, 0.10, 0.09, 0.08, 0.09, 0.10, 0.01, -0.68, -0.16, -0.17, -0.07, -0.10, -0.10, -0.14, -0.61, 0.65, 0.11, 0.09, 0.10, 0.09]
}


Entry 2:
{
  "formula": "C28H38BBaF4N3O12",
  "method": "ωB97M-V/def2-TZVPD",
  "homo_ev": [-11.015, -11.015],
  "multiplicity": 2,
  "fmax_ev_per_a": 4.8,
  "total_energy_ev": -70921.451,
  "total_charge": 1,
  "e_above_lowest_kcal_mol": 17.5,
  "s2": 0.754,
  "homo_lumo_gap_ev": [8.15, 4.49],
  "symbols": ["Ba", "B", "F", "F", "F", "F", "C", "C", "O", "O", "H", "H", "H", "C", "C", "C", "C", "C", "C", "N", "O", "O", "H", "H", "H", "H", "H", "C", "C", "C", "C", "C", "C", "N", "O", "O", "H", "H", "H", "H", "H", "C", "C", "C", "C", "C", "C", "N", "O", "O", "H", "H", "H", "H", "H", "C", "O", "C", "C", "O", "C", "H", "H", "H", "H", "H", "H", "H", "H", "H", "H", "C", "O", "C", "C", "O", "C", "H", "H", "H", "H", "H", "H", "H", "H", "H", "H"],
  "positions_angstrom": [[-2.77, 2.03, 0.01], [-1.16, -0.47, 0.17], [-0.64, 0.55, -0.49], [-1.96, -1.08, -0.72], [-0.14, -1.35, 0.58], [-1.75, -0.04, 1.32], [-5.17, -2.30, -0.53], [-5.62, -0.91, -0.09], [-4.77, -0.02, -0.13], [-6.84, -0.73, 0.28], [-5.87, -3.10, -0.32], [-4.25, -2.70, -0.11], [-4.98, -2.09, -1.58], [0.19, -3.34, 3.60], [1.07, -4.21, 4.34], [1.08, -5.53, 4.02], [0.25, -6.12, 3.09], [-0.67, -5.22, 2.42], [-0.64, -3.86, 2.62], [0.30, -7.54, 2.69], [1.35, -8.10, 2.89], [-0.70, -8.07, 2.23], [0.21, -2.27, 3.72], [1.79, -3.94, 5.11], [1.90, -6.09, 4.47], [-1.23, -5.49, 1.54], [-1.28, -3.22, 2.04], [4.07, 1.48, 0.63], [4.80, 1.21, 1.75], [4.85, -0.03, 2.33], [4.20, -1.11, 1.76], [3.34, -0.83, 0.69], [3.26, 0.50, 0.12], [4.09, -2.46, 2.39], [4.27, -2.64, 3.59], [3.84, -3.27, 1.51], [4.13, 2.38, 0.04], [5.48, 1.95, 2.15], [5.45, 0.02, 3.22], [2.65, -1.55, 0.27], [2.62, 0.59, -0.75], [3.65, -3.05, -1.73], [4.22, -2.32, -2.76], [3.51, -1.44, -3.55], [2.14, -1.31, -3.39], [1.52, -2.05, -2.36], [2.21, -2.95, -1.64], [1.28, -0.31, -4.03], [1.92, 0.72, -4.34], [0.10, -0.51, -4.25], [4.13, -3.80, -1.13], [5.30, -2.40, -2.85], [3.90, -0.81, -4.34], [0.45, -2.03, -2.21], [1.65, -3.60, -0.99], [0.69, 2.86, -1.70], [-0.73, 2.97, -1.60], [-1.24, 3.54, -2.77], [-2.08, 2.46, -3.41], [-3.23, 2.24, -2.64], [-4.09, 1.50, -3.40], [1.17, 3.78, -2.04], [0.78, 2.14, -2.52], [1.20, 2.35, -0.88], [-0.45, 4.00, -3.36], [-1.91, 4.39, -2.61], [-1.54, 1.52, -3.47], [-2.23, 2.78, -4.44], [-3.58, 0.53, -3.37], [-4.19, 1.83, -4.43], [-5.03, 1.42, -2.85], [-3.22, 6.03, -0.49], [-2.34, 5.07, 0.13], [-2.06, 5.32, 1.51], [-0.80, 4.62, 2.01], [-1.07, 3.17, 1.91], [0.14, 2.57, 2.59], [-2.55, 6.89, -0.57], [-4.05, 6.27, 0.17], [-3.70, 5.94, -1.47], [-2.99, 5.08, 2.04], [-2.08, 6.38, 1.76], [-0.69, 5.10, 2.98], [0.05, 4.85, 1.37], [-0.13, 1.56, 2.92], [0.29, 3.10, 3.52], [0.93, 2.60, 1.84]],
  "lowdin_charge": [2.20, -1.61, 0.10, 0.18, 0.13, 0.06, 0.05, -0.59, -0.08, 0.32, 0.09, 0.10, 0.11, -0.04, -0.05, -0.04, -0.11, 0.00, -0.10, -0.36, 0.09, 0.07, 0.10, 0.11, 0.12, 0.11, 0.10, -0.10, -0.09, -0.01, -0.11, 0.03, -0.04, -0.33, 0.09, 0.07, 0.11, 0.11, 0.12, 0.08, 0.09, -0.04, -0.06, 0.00, -0.14, -0.03, -0.07, -0.32, 0.04, 0.08, 0.11, 0.11, 0.12, 0.12, 0.12, -0.05, -0.35, -0.20, -0.20, -0.36, -0.10, 0.11, 0.08, 0.07, 0.14, 0.12, 0.13, 0.15, 0.11, 0.11, 0.10, -0.07, -0.30, -0.21, -0.16, -0.35, -0.01, 0.10, 0.09, 0.09, 0.13, 0.13, 0.14, 0.14, 0.09, 0.09, 0.09]
}


Entry 3:
{
  "formula": "C28H38BN7O4S3Ti",
  "method": "ωB97M-V/def2-TZVPD",
  "homo_ev": -13.859,
  "multiplicity": 1,
  "fmax_ev_per_a": 0.7,
  "total_energy_ev": -104566.428,
  "total_charge": 2,
  "e_above_lowest_kcal_mol": 0.0,
  "homo_lumo_gap_ev": 7.17,
  "symbols": ["Ti", "C", "C", "C", "C", "N", "C", "C", "N", "B", "N", "C", "C", "N", "C", "S", "C", "C", "C", "C", "N", "C", "C", "N", "C", "S", "C", "C", "C", "C", "C", "S", "H", "H", "H", "H", "H", "H", "H", "H", "H", "H", "H", "H", "H", "H", "H", "H", "H", "H", "H", "H", "H", "H", "H", "H", "H", "H", "H", "H", "H", "H", "H", "H", "H", "H", "O", "C", "O", "C", "C", "C", "C", "C", "N", "C", "O", "O", "H", "H", "H", "H"],
  "positions_angstrom": [[-1.10, 0.52, -0.51], [-1.81, -3.51, -2.30], [-0.93, -4.40, -1.42], [-1.67, -4.88, -0.17], [-0.47, -5.61, -2.22], [0.29, -3.61, -0.99], [1.59, -3.92, -1.34], [2.39, -2.98, -0.79], [1.59, -2.09, -0.11], [2.18, -0.86, 0.62], [1.52, -0.66, 2.02], [1.97, -1.47, 3.03], [1.21, -1.25, 4.12], [0.27, -0.30, 3.78], [0.49, 0.05, 2.50], [-0.39, 1.28, 1.64], [-0.79, 0.21, 4.74], [-2.17, -0.13, 4.19], [-0.59, 1.71, 4.95], [-0.61, -0.49, 6.08], [2.22, 0.41, -0.32], [3.25, 1.31, -0.12], [3.41, 2.03, -1.26], [2.48, 1.59, -2.17], [1.75, 0.63, -1.57], [0.31, -0.12, -2.23], [2.43, 2.03, -3.62], [3.59, 2.99, -3.88], [1.12, 2.75, -3.90], [2.61, 0.80, -4.50], [0.32, -2.49, -0.25], [-1.04, -1.66, 0.44], [-2.63, -4.11, -2.68], [-1.24, -3.14, -3.16], [-2.23, -2.67, -1.75], [-2.51, -5.50, -0.49], [-2.06, -4.06, 0.42], [-1.01, -5.49, 0.45], [-1.35, -6.17, -2.51], [0.17, -6.27, -1.64], [0.05, -5.32, -3.14], [1.84, -4.78, -1.92], [3.46, -2.88, -0.82], [3.33, -1.12, 0.83], [2.80, -2.14, 2.90], [1.26, -1.69, 5.09], [-2.39, 0.39, 3.26], [-2.92, 0.15, 4.93], [-2.26, -1.21, 4.02], [-0.76, 2.29, 4.04], [0.41, 1.92, 5.31], [-1.30, 2.06, 5.69], [-0.74, -1.57, 5.99], [-1.38, -0.12, 6.75], [0.36, -0.28, 6.53], [3.82, 1.32, 0.79], [4.15, 2.78, -1.48], [3.52, 3.89, -3.28], [3.54, 3.29, -4.92], [4.56, 2.52, -3.71], [1.04, 3.66, -3.31], [0.24, 2.13, -3.71], [1.11, 3.03, -4.96], [3.53, 0.27, -4.25], [2.68, 1.12, -5.54], [1.77, 0.10, -4.43], [-0.01, 4.84, -0.47], [-0.55, 3.65, -0.55], [0.02, 2.64, -0.91], [-1.99, 3.57, -0.19], [-2.84, 4.60, 0.12], [-4.20, 4.29, 0.30], [-4.64, 2.99, 0.12], [-3.69, 2.02, -0.20], [-2.41, 2.30, -0.31], [-3.98, 0.58, -0.52], [-5.03, 0.06, -0.35], [-2.85, -0.01, -0.98], [0.93, 4.79, -0.72], [-2.48, 5.61, 0.20], [-4.90, 5.07, 0.55], [-5.68, 2.71, 0.21]],
  "lowdin_charge": [0.57, -0.02, -0.53, -0.03, -0.04, 0.03, 0.00, -0.01, 0.03, -0.53, 0.05, -0.01, 0.00, 0.03, -0.62, 0.80, -0.53, -0.03, -0.03, -0.04, 0.06, -0.01, 0.00, 0.02, -0.59, 0.83, -0.53, -0.04, -0.03, -0.02, -0.62, 0.82, 0.10, 0.09, 0.05, 0.10, 0.04, 0.10, 0.10, 0.10, 0.10, 0.13, 0.14, 0.13, 0.14, 0.13, 0.04, 0.10, 0.10, 0.04, 0.10, 0.10, 0.10, 0.10, 0.10, 0.14, 0.13, 0.09, 0.11, 0.10, 0.08, 0.05, 0.11, 0.10, 0.10, 0.05, 0.21, -0.45, -0.03, -0.17, 0.07, 0.03, 0.08, -0.14, 0.05, -0.48, 0.20, -0.22, 0.16, 0.14, 0.13, 0.14]
}


Entry 4:
{
  "formula": "C28H38CeN2O5PSSi",
  "method": "ωB97M-V/def2-TZVPD",
  "homo_ev": [-7.458, -7.485],
  "multiplicity": 2,
  "fmax_ev_per_a": 2.8,
  "total_energy_ev": -83804.465,
  "s2": 0.751,
  "homo_lumo_gap_ev": [7.74, 7.76],
  "symbols": ["Ce", "O", "C", "C", "N", "C", "C", "O", "O", "C", "C", "O", "O", "H", "H", "H", "H", "H", "H", "H", "H", "H", "C", "P", "C", "C", "C", "C", "C", "C", "C", "C", "C", "C", "C", "C", "H", "H", "H", "H", "H", "H", "H", "H", "H", "H", "H", "H", "H", "S", "C", "N", "C", "C", "C", "C", "H", "H", "H", "H", "H", "C", "Si", "C", "C", "C", "H", "H", "H", "H", "H", "H", "H", "H", "H", "H", "H"],
  "positions_angstrom": [[0.37, -0.94, 0.49], [-2.32, 0.31, 1.40], [-2.76, -0.14, 2.69], [-1.56, -0.19, 3.61], [-0.47, -0.98, 3.06], [-0.78, -2.43, 3.09], [-1.68, -2.90, 1.94], [-2.50, -3.77, 2.13], [-1.45, -2.32, 0.79], [0.86, -0.68, 3.67], [1.85, -1.04, 2.57], [2.20, -2.20, 2.41], [2.04, -0.10, 1.67], [-3.01, 0.11, 0.76], [-3.49, 0.57, 3.10], [-3.24, -1.11, 2.62], [-1.19, 0.82, 3.79], [-1.89, -0.61, 4.58], [0.15, -2.99, 2.97], [-1.24, -2.72, 4.03], [0.92, 0.39, 3.87], [1.05, -1.26, 4.58], [-1.04, 2.71, -0.62], [0.09, 2.17, 0.71], [-0.16, 3.51, 1.94], [0.60, 4.67, 2.02], [0.31, 5.64, 2.96], [-0.76, 5.48, 3.83], [-1.55, 4.34, 3.75], [-1.25, 3.36, 2.81], [1.72, 2.62, -0.01], [2.85, 2.68, 0.82], [4.10, 2.94, 0.29], [4.26, 3.14, -1.08], [3.15, 3.07, -1.91], [1.89, 2.82, -1.37], [-0.77, 3.70, -1.00], [-2.04, 2.76, -0.19], [-1.05, 1.99, -1.43], [1.44, 4.82, 1.34], [0.92, 6.54, 3.01], [-0.98, 6.25, 4.57], [-2.40, 4.22, 4.41], [-1.88, 2.49, 2.74], [2.75, 2.51, 1.88], [4.96, 2.98, 0.94], [5.24, 3.32, -1.50], [3.26, 3.21, -2.98], [1.04, 2.77, -2.04], [1.39, -3.77, 0.07], [0.35, -4.55, -1.04], [-0.99, -4.36, -0.99], [-1.90, -4.96, -1.80], [-1.49, -5.82, -2.77], [-0.11, -6.07, -2.88], [0.79, -5.46, -2.04], [-1.33, -3.71, -0.27], [-2.93, -4.70, -1.62], [-2.21, -6.29, -3.42], [0.25, -6.75, -3.64], [1.85, -5.65, -2.10], [1.12, -1.00, -5.06], [0.06, -0.64, -3.57], [-0.74, 1.02, -3.91], [-1.34, -1.89, -3.62], [0.96, -0.73, -2.00], [0.58, -0.81, -5.99], [1.45, -2.05, -5.06], [2.02, -0.38, -5.05], [-1.07, 1.04, -4.95], [-0.05, 1.87, -3.78], [-1.62, 1.20, -3.28], [-1.97, -1.74, -4.50], [-1.97, -1.81, -2.72], [-0.95, -2.91, -3.66], [1.74, 0.05, -2.01], [1.52, -1.68, -2.05]],
  "lowdin_charge": [1.01, -0.12, -0.20, -0.15, -0.19, -0.07, -0.62, 0.08, -0.27, -0.06, -0.68, 0.02, -0.21, 0.11, 0.13, 0.12, 0.10, 0.14, 0.13, 0.14, 0.13, 0.14, -0.24, 1.01, -0.33, -0.08, -0.08, -0.09, -0.08, -0.11, -0.37, -0.12, -0.07, -0.08, -0.07, -0.10, 0.06, 0.05, 0.01, 0.10, 0.10, 0.10, 0.10, 0.08, 0.11, 0.11, 0.10, 0.11, 0.08, 0.74, -0.67, 0.09, -0.07, -0.07, -0.05, -0.07, 0.09, 0.14, 0.11, 0.11, 0.11, -0.19, 0.33, -0.19, -0.18, -0.39, 0.02, 0.03, 0.03, 0.03, 0.02, 0.02, 0.03, 0.02, 0.02, -0.01, -0.02]
}